[1]
Density functional theory data (ωB97M-V with the def2-TZVPD basis set) for a cluster of 3 separate species, C22H49N3O3 in total.

```
77
C22H49N3O3 ωB97M-V with the def2-TZVPD basis set
C -1.993 -4.508 1.884
C -2.686 -3.555 2.894
C -3.860 -2.879 2.174
C -3.062 -4.429 4.099
C -3.173 -3.636 5.378
C -1.901 -2.823 5.581
C -1.640 -1.780 4.479
C -2.728 -0.698 4.550
C -0.286 -1.174 4.743
N -1.661 -2.577 3.238
O -1.125 -1.858 2.144
H -1.153 -4.990 2.389
H -2.571 -5.309 1.418
H -1.595 -3.958 1.027
H -4.493 -3.570 1.612
H -4.524 -2.300 2.825
H -3.523 -2.129 1.455
H -3.942 -5.035 3.854
H -2.339 -5.238 4.263
H -4.079 -3.027 5.302
H -3.298 -4.292 6.242
H -1.041 -3.486 5.694
H -2.061 -2.378 6.571
H -2.362 0.132 5.167
H -3.610 -0.978 5.132
H -3.073 -0.241 3.623
H 0.628 -1.772 4.681
H -0.331 -0.672 5.708
H -0.037 -0.402 4.002
H -0.235 -2.220 2.053
C 3.226 4.732 -3.587
C 3.488 3.299 -4.051
C 2.611 2.996 -5.304
C 4.935 3.022 -4.482
C 5.984 2.673 -3.436
C 5.422 1.549 -2.566
C 4.023 1.794 -1.999
C 3.521 0.447 -1.492
C 4.103 2.794 -0.850
N 3.122 2.251 -3.062
O 1.798 2.436 -2.587
H 2.732 4.783 -2.615
H 4.139 5.310 -3.403
H 2.650 5.296 -4.319
H 1.566 2.939 -4.995
H 2.653 3.816 -6.019
H 2.889 2.028 -5.713
H 4.905 2.169 -5.169
H 5.254 3.825 -5.155
H 6.853 2.227 -3.921
H 6.300 3.558 -2.879
H 6.135 1.237 -1.798
H 5.410 0.659 -3.206
H 2.467 0.446 -1.208
H 4.040 0.040 -0.621
H 3.626 -0.322 -2.262
H 3.108 3.005 -0.450
H 4.460 3.778 -1.162
H 4.720 2.320 -0.085
H 1.276 1.945 -3.231
C -0.525 0.498 -1.127
O -1.509 -0.328 -1.740
C -2.648 -0.543 -0.923
C -3.849 -0.022 -1.674
C -3.792 1.458 -2.038
N -5.097 -0.305 -0.950
H -0.135 1.217 -1.846
H 0.371 -0.013 -0.768
H -0.998 1.058 -0.322
H -2.641 -1.581 -0.570
H -2.639 -0.091 0.084
H -3.882 -0.621 -2.594
H -3.802 2.047 -1.115
H -4.696 1.812 -2.531
H -2.889 1.648 -2.615
H -5.915 -0.425 -1.523
H -5.016 -1.077 -0.304
```

Results
* spin multiplicity: 1
* LUMO energy: 0.0228 hartree
* net charge: 0
* HOMO-LUMO gap: 8.8 eV
* relative energy (zero: lowest compared OMol25 entry of this formula, charge and spin): 0.0 kcal per mole
* HOMO: -8.22 eV

Mulliken atomic charge list, values in e, 5 entries:
1 C -2.0453
2 C 1.8714
3 C -1.4319
4 C -1.2962
5 C -0.6501



[2]
Density functional theory data (ωB97M-V with the def2-TZVPD basis set) for a structure of composition C22H50N3P3RuSe.

```
80
C22H50N3P3RuSe ωB97M-V with the def2-TZVPD basis set
Ru 0.081 0.872 -1.116
P 1.667 1.852 0.338
P -1.696 2.232 -1.485
P 1.409 0.978 -2.816
H 0.577 -3.264 0.189
C 1.660 -3.515 0.068
C 2.632 -2.988 0.844
H 2.527 -2.371 1.723
C 1.141 1.551 2.061
C 2.001 3.674 0.244
C 3.329 1.094 0.252
C -3.182 1.648 -2.360
C -2.388 2.915 0.053
C -1.376 3.748 -2.472
C 2.497 -0.504 -2.736
C 2.461 2.448 -3.162
C 0.726 0.674 -4.481
H 1.960 -4.008 -0.867
H 3.635 -3.371 0.677
H 1.331 0.481 2.253
H 0.056 1.757 2.143
H 1.700 2.166 2.793
H 1.062 4.227 0.391
H 2.449 3.953 -0.723
H 2.701 3.961 1.039
H 3.231 0.017 0.426
H 3.974 1.508 1.035
H 3.835 1.258 -0.707
H -4.024 2.338 -2.158
H -3.403 0.640 -1.982
H -2.956 1.625 -3.438
H -3.250 3.552 -0.174
H -1.625 3.512 0.567
H -2.737 2.088 0.684
H -2.297 4.330 -2.568
H -1.023 3.422 -3.467
H -0.619 4.352 -1.945
H 3.142 -0.539 -3.631
H 1.818 -1.369 -2.727
H 3.108 -0.515 -1.824
H 2.968 2.338 -4.132
H 3.230 2.617 -2.402
H 1.824 3.342 -3.220
H 1.529 0.759 -5.227
H -0.059 1.409 -4.691
H 0.291 -0.334 -4.492
C -1.231 -3.024 -3.118
C -0.736 -4.123 -2.386
C -0.940 -5.418 -2.881
C -1.697 -5.634 -4.047
C -2.186 -4.532 -4.772
C -1.960 -3.236 -4.321
Se -1.065 -1.316 -2.256
H 0.266 2.430 -1.010
H -0.224 -3.958 -1.433
H -0.487 -6.253 -2.316
H -1.886 -6.661 -4.376
H -2.741 -4.707 -5.679
H -2.362 -2.360 -4.829
C 0.731 -2.267 4.323
N -0.028 -1.111 4.781
C 0.635 -0.310 5.799
C -1.021 -0.617 3.949
N -1.194 -0.985 2.706
N -1.889 0.338 4.412
C -1.991 0.812 5.774
C -2.934 0.738 3.493
H 1.238 -2.705 5.188
H 1.476 -1.991 3.560
H 0.021 -2.989 3.906
H 0.770 0.736 5.483
H 0.064 -0.360 6.735
H 1.621 -0.750 5.989
H -0.478 -1.640 2.387
H -2.983 1.279 5.887
H -1.912 -0.017 6.490
H -1.233 1.582 5.993
H -2.785 1.779 3.157
H -2.878 0.066 2.624
H -3.901 0.647 4.011
```

Results
* spin multiplicity: 5
* LUMO energy (alpha / beta): -0.4407 / -0.5406 hartree
* net charge: +4
* HOMO-LUMO gap (alpha / beta): 6.7 / 4.4 eV
* HOMO (alpha / beta): -18.68 / -19.13 eV

Mulliken atomic charge list, values in e, 5 entries:
1 Ru -0.3291
2 P 0.8885
3 P 1.0253
4 P 0.8033
5 H 0.1115



[3]
Density functional theory data (ωB97M-V with the def2-TZVPD basis set) for a cluster of 7 separate species, C22H50O10 in total.

```
82
C22H50O10 ωB97M-V with the def2-TZVPD basis set
C 2.802 -2.030 1.388
C 3.108 -1.501 2.790
C 2.375 -2.567 3.615
O 2.545 -3.795 2.888
C 3.030 -3.518 1.568
H 3.288 -1.511 0.558
H 1.740 -1.870 1.151
H 2.700 -0.517 3.012
H 4.185 -1.593 2.926
H 1.307 -2.369 3.674
H 2.878 -2.632 4.581
H 2.444 -4.104 0.857
H 4.070 -3.855 1.485
C -4.655 2.879 -0.606
C -6.086 2.586 -0.179
C -6.101 3.169 1.226
O -4.843 2.758 1.761
C -3.875 2.814 0.716
H -4.651 3.889 -1.031
H -4.253 2.251 -1.399
H -6.322 1.522 -0.072
H -6.884 2.957 -0.825
H -6.865 2.747 1.877
H -6.197 4.262 1.253
H -3.296 1.887 0.759
H -3.164 3.634 0.844
C 3.030 4.120 -4.717
C 2.660 5.420 -3.972
C 1.443 5.055 -3.112
O 1.386 3.641 -3.090
C 1.898 3.165 -4.333
H 4.000 3.738 -4.415
H 3.004 4.331 -5.784
H 2.439 6.221 -4.677
H 3.497 5.785 -3.375
H 0.536 5.453 -3.590
H 1.485 5.411 -2.086
H 1.110 3.191 -5.096
H 2.204 2.140 -4.136
C -1.987 -3.351 0.321
C -3.028 -4.124 1.160
C -2.568 -3.837 2.607
O -1.355 -3.096 2.542
C -1.401 -2.378 1.316
H -2.418 -2.815 -0.531
H -1.323 -4.093 -0.120
H -2.982 -5.184 0.918
H -4.047 -3.781 0.997
H -2.466 -4.698 3.260
H -3.318 -3.175 3.069
H -0.425 -1.970 1.043
H -1.986 -1.454 1.458
O -0.140 -0.294 4.261
C -0.262 0.502 3.091
C -0.088 1.943 3.476
O -0.117 2.720 2.261
H -0.680 -1.084 4.149
H 0.463 0.186 2.335
H -1.273 0.416 2.676
H 0.879 2.074 3.977
H -0.842 2.259 4.199
H 0.296 3.561 2.466
O -0.704 1.054 -0.021
C 0.489 0.894 -0.783
C 0.281 0.059 -2.012
O -0.148 -1.264 -1.751
H -0.433 1.653 0.692
H 0.937 1.851 -1.062
H 1.170 0.333 -0.121
H 1.261 0.074 -2.502
H -0.400 0.550 -2.717
H -1.104 -1.237 -1.664
O 3.584 -5.222 -2.361
C 4.068 -3.906 -2.150
C 2.981 -2.873 -2.361
O 1.820 -3.381 -1.697
H 2.657 -5.193 -2.100
H 4.399 -3.824 -1.104
H 4.936 -3.762 -2.790
H 2.769 -2.725 -3.424
H 3.301 -1.951 -1.868
H 1.232 -2.624 -1.565
```

Results
* spin multiplicity: 1
* LUMO energy: 0.0122 hartree
* net charge: 0
* HOMO-LUMO gap: 9.4 eV
* HOMO: -9.05 eV

Mulliken atomic charge list, values in e, 5 entries:
1 C 0.7460
2 C -0.7707
3 C -0.1468
4 O -0.4787
5 C -0.4170



Record-wise largest force on an atom values, in eV Å⁻¹: 2.080; 3.214; 1.238